1.
The following is a DFT calculation (ωB97M-V/def2-TZVPD) of C3H5N3O as an isolated structure in a non-equilibrium geometry.

The geometry in XYZ format:
```
12
Properties=species:S:1:pos:R:3
C 1.706 -0.220 0.072
C 0.429 0.004 0.701
N -0.256 -1.097 0.881
N -1.446 -0.787 0.348
C -1.396 0.417 -0.417
O -2.253 0.950 -1.072
N -0.314 1.065 0.206
H 1.062 -0.172 -1.145
H 2.179 -1.185 0.323
H 2.314 0.677 0.038
H -2.112 -1.542 0.302
H 0.087 1.890 -0.237
```

Values from the calculation:
HOMO energy in eV: -8.7
HOMO-LUMO gap in eV: 9.1
Energy above the lowest of the compared OMol25 structures with the same formula, charge and spin in kJ/mol: 289.5

***

2.
The following is a DFT calculation (ωB97M-V/def2-TZVPD) of C20H27N6O2SSe2Tl as an isolated structure.

The geometry in XYZ format:
```
59
Properties=species:S:1:pos:R:3
Tl -0.794 0.421 -0.446
C -2.707 1.421 2.767
Se -1.902 -0.209 2.072
C -3.514 -1.055 1.372
C -4.240 -0.281 0.286
Se -3.302 -0.262 -1.433
C -4.153 1.335 -2.151
H -3.650 1.162 3.243
H -2.862 2.159 1.985
H -2.031 1.814 3.523
H -4.173 -1.175 2.232
H -3.199 -2.044 1.042
H -4.425 0.754 0.572
H -5.201 -0.754 0.086
H -5.229 1.201 -2.076
H -3.868 1.406 -3.197
H -3.836 2.222 -1.610
O 0.326 -0.602 -2.030
N 0.424 -1.899 -2.045
N -0.179 -2.508 -1.119
O -0.845 -1.903 -0.176
C -0.125 -3.958 -1.097
C -0.481 -4.598 0.078
C -0.436 -5.984 0.112
C -0.044 -6.698 -1.010
C 0.306 -6.030 -2.177
C 0.267 -4.648 -2.234
H -0.776 -4.027 0.945
H -0.709 -6.504 1.020
H -0.013 -7.778 -0.978
H 0.602 -6.589 -3.054
H 0.525 -4.123 -3.142
C 1.591 2.240 -2.575
N 1.724 3.017 -1.356
C 3.003 3.675 -1.032
C 2.648 4.591 0.155
N 1.244 4.236 0.396
C 0.779 3.393 -0.519
S -0.901 2.938 -0.536
H 1.871 2.860 -3.427
H 0.562 1.920 -2.705
H 2.238 1.365 -2.536
H 3.352 4.228 -1.903
H 3.748 2.922 -0.778
H 2.740 5.649 -0.084
H 3.247 4.375 1.037
H 0.643 4.696 1.059
N 2.520 2.765 4.744
C 2.540 2.035 3.859
C 2.543 1.184 2.702
C 3.636 0.394 2.352
C 3.560 -0.359 1.193
C 2.409 -0.302 0.426
N 1.357 0.449 0.772
C 1.421 1.170 1.887
H 4.519 0.376 2.978
H 4.382 -0.989 0.884
H 2.312 -0.868 -0.492
H 0.555 1.775 2.137
```

Values from the calculation:
HOMO energy in eV: -13.8
HOMO-LUMO gap in eV: 7.1
Total charge: +2
Energy above the lowest of the compared OMol25 structures with the same formula, charge and spin in kJ/mol: 3.4

***

3.
The following is a DFT calculation (ωB97M-V/def2-TZVPD) of C5H6BrINO as an isolated structure in a non-equilibrium geometry.

The geometry in XYZ format:
```
15
Properties=species:S:1:pos:R:3
C -0.438 -1.275 0.008
C -1.560 -0.718 -0.640
C 0.785 -0.827 0.417
C -1.563 0.208 -1.605
C 1.159 0.507 0.690
N 0.551 1.040 1.727
O 2.233 1.065 0.179
Br -0.077 1.315 -1.949
I -3.215 0.643 -2.789
H -0.452 -2.375 -0.001
H -2.439 -1.114 -0.245
H 1.539 -1.581 0.622
H 1.110 1.827 1.992
H 0.020 0.488 2.344
H 2.347 0.799 -0.751
```

Values from the calculation:
HOMO energy in eV: -12.6
HOMO-LUMO gap in eV: 7.9
Total charge: +1
Energy above the lowest of the compared OMol25 structures with the same formula, charge and spin in kJ/mol: 14.0

***

4.
The following is a DFT calculation (ωB97M-V/def2-TZVPD) of C21H21IrN6P as an isolated structure in a non-equilibrium geometry.

The geometry in XYZ format:
```
50
Properties=species:S:1:pos:R:3
Ir -2.203 0.002 0.226
C -2.263 -4.237 -1.164
C -2.678 -2.927 -0.771
N -1.779 -1.975 -0.596
C -0.463 -2.283 -0.810
C -0.096 -3.578 -1.182
N -0.986 -4.569 -1.360
C 0.436 -1.152 -0.769
C 1.835 -1.184 -1.042
C 2.563 0.008 -1.142
C 1.832 1.197 -1.040
C 0.435 1.161 -0.768
N -0.180 0.003 -0.558
C -0.468 2.289 -0.805
C -0.108 3.584 -1.184
N -1.003 4.571 -1.357
C -2.277 4.236 -1.149
C -2.684 2.927 -0.748
N -1.781 1.979 -0.579
C 4.048 0.010 -1.414
C 4.745 1.215 -1.545
C 6.113 1.224 -1.810
N 6.628 -0.009 -1.913
C 6.136 -1.223 -1.815
C 4.759 -1.215 -1.548
H -3.003 -5.016 -1.311
H -3.719 -2.683 -0.606
H 0.943 -3.840 -1.359
H 2.307 -2.145 -1.202
H 2.303 2.159 -1.197
H 0.928 3.848 -1.371
H -3.022 5.011 -1.291
H -3.723 2.680 -0.569
H 4.288 2.188 -1.453
H 6.733 2.110 -1.931
H 6.762 -2.106 -1.937
H 4.303 -2.191 -1.455
C -2.747 1.674 3.196
P -2.666 -0.012 2.592
C -4.174 -0.851 3.058
C -1.291 -0.841 3.390
H -2.692 1.622 4.288
H -3.695 2.132 2.912
H -1.915 2.274 2.830
H -4.184 -0.867 4.151
H -4.194 -1.874 2.687
H -5.045 -0.306 2.698
H -1.418 -0.726 4.472
H -0.344 -0.390 3.099
H -1.297 -1.905 3.149
```

Values from the calculation:
2S+1: 6
HOMO energy (alpha / beta) in eV: -19.7 / -21.1
HOMO-LUMO gap (alpha / beta) in eV: 6.3 / 4.4
Total charge: +4

***

5.
The following is a DFT calculation (ωB97M-V/def2-TZVPD) of a 2-piece molecular cluster, C3H10NO overall in a non-equilibrium geometry.

The geometry in XYZ format:
```
15
Properties=species:S:1:pos:R:3
C 2.643 0.480 0.408
C -1.027 0.103 0.327
C -1.954 -0.689 -0.429
O -3.404 -0.472 0.004
N 1.763 0.114 -0.694
H 2.461 1.542 0.597
H 3.679 0.447 0.048
H -1.075 1.183 0.106
H -0.857 -0.220 1.352
H -1.845 -1.750 -0.166
H -1.979 -0.453 -1.482
H -3.642 0.469 -0.041
H 2.543 -0.056 1.349
H 0.775 0.125 -0.325
H 1.920 -0.822 -1.056
```

Values from the calculation:
HOMO energy in eV: -14.6
HOMO-LUMO gap in eV: 5.9
Total charge: +1
Energy above the lowest of the compared OMol25 structures with the same formula, charge and spin in kJ/mol: 528.5

***

6.
The following is a DFT calculation (ωB97M-V/def2-TZVPD) of C35H42Br2LiN4O7PS2 as an isolated structure in a non-equilibrium geometry.

The geometry in XYZ format:
```
94
Properties=species:S:1:pos:R:3
Li -0.177 -0.198 -0.382
C -0.829 2.054 2.885
O -1.091 1.785 1.502
C -1.506 2.809 0.758
C -2.178 3.914 1.253
C -2.668 4.870 0.364
Br -3.600 6.379 1.065
C -2.518 4.752 -0.990
C -1.822 3.642 -1.502
C -1.284 2.695 -0.640
O -0.625 1.625 -1.084
C -1.699 3.407 -2.932
N -0.981 2.437 -3.454
C -1.169 2.523 -4.818
C -0.657 1.734 -5.842
C -1.028 2.040 -7.137
C -1.897 3.102 -7.417
C -2.418 3.896 -6.409
C -2.036 3.587 -5.111
N -2.354 4.141 -3.888
H -1.762 1.963 3.454
H -0.404 3.052 2.991
H -0.070 1.352 3.218
H -2.339 4.019 2.316
H -2.918 5.514 -1.644
H -0.643 1.633 -2.067
H -0.011 0.898 -5.617
H -0.657 1.434 -7.954
H -2.173 3.304 -8.444
H -3.094 4.712 -6.627
H -3.002 4.888 -3.716
C -3.290 -0.588 2.649
C -2.137 -1.426 3.203
C -2.671 -2.536 4.105
P -0.955 -1.894 1.830
C 0.690 -2.006 2.680
C 0.801 -2.463 4.130
C 1.689 -2.748 1.789
C -1.350 -3.624 1.264
C -2.688 -3.635 0.526
C -1.238 -4.812 2.221
H -3.987 -0.310 3.445
H -3.850 -1.132 1.887
H -2.912 0.326 2.190
H -1.522 -0.758 3.818
H -3.383 -3.162 3.566
H -3.200 -2.102 4.960
H -1.878 -3.175 4.488
H 1.035 -0.969 2.677
H 0.664 -3.542 4.248
H 0.090 -1.956 4.784
H 1.801 -2.205 4.481
H 1.644 -3.829 1.953
H 2.697 -2.384 1.999
H 1.504 -2.563 0.727
H -0.572 -3.751 0.501
H -3.520 -3.474 1.215
H -2.848 -4.602 0.041
H -2.718 -2.866 -0.244
H -2.132 -4.919 2.836
H -0.378 -4.734 2.881
H -1.131 -5.735 1.644
O 4.410 1.594 3.091
S 3.324 0.787 2.533
O 3.809 -0.478 1.932
O 2.277 0.505 3.549
S 2.417 1.843 1.018
Br -3.610 -0.006 -5.296
C -3.934 0.700 -3.558
C -4.789 1.794 -3.501
C -5.073 2.391 -2.283
C -4.489 1.893 -1.126
C -3.622 0.819 -1.215
C -3.324 0.194 -2.424
C -2.346 -0.992 -2.391
O -2.449 -1.834 -3.283
O -1.542 -0.953 -1.429
H -5.225 2.171 -4.416
H -5.743 3.241 -2.244
H -4.685 2.353 -0.166
H -3.125 0.424 -0.341
N 4.994 -0.136 -3.882
C 3.854 -0.274 -3.084
C 2.579 -0.278 -3.649
C 1.489 -0.418 -2.812
N 1.580 -0.537 -1.491
C 2.803 -0.537 -0.952
C 3.956 -0.432 -1.709
H 4.831 0.367 -4.741
H 5.789 0.231 -3.381
H 2.442 -0.163 -4.716
H 0.485 -0.442 -3.221
H 2.886 -0.576 0.128
H 4.912 -0.399 -1.203
```

Values from the calculation:
HOMO energy in eV: -1.0
HOMO-LUMO gap in eV: 4.4
Total charge: -2
Energy above the lowest of the compared OMol25 structures with the same formula, charge and spin in kJ/mol: 0.0